The molecule C3H4N4O in a non-equilibrium geometry. Source: OMol25; level of theory: ωB97M-V/def2-TZVPD.

The calculation puts the total energy at -11180.70669 eV. The value obtained for the frontier orbital gap is 9.523 eV. Its energy above the lowest of the compared OMol25 structures with the same formula, charge and spin is 75.2 kcal per mole. The structure (SMILES) is [H]/N=c1/ncon1/C=N/[H]. The HOMO energy is -9.241 eV.

The geometry in XYZ format:
```
12
C3H4N4O ωB97M-V/def2-TZVPD
H -3.09641 -0.47623 -0.24743
N -2.32672 0.17350 0.07619
C 0.76284 0.98704 0.08529
N 2.07224 0.64378 0.15748
C -1.32538 -0.61325 0.08046
N 0.01190 -0.21889 0.23320
H -1.52591 -1.72916 -0.09766
C 2.09601 -0.63103 -0.04548
H 2.96455 -1.22024 0.01383
O 0.89645 -1.29993 -0.07335
N 0.27279 2.18821 -0.09164
H -0.80236 2.19619 -0.09089
```

A structure of composition C23H48FHfN3O7S2 in a non-equilibrium geometry. Source: OMol25; level of theory: ωB97M-V/def2-TZVPD.

As for the total charge: +2. The calculation puts the total energy at -69093.73650 eV. The value obtained for the frontier orbital gap is 2.578 eV. The HOMO energy is -12.617 eV.

The geometry in XYZ format:
```
85
C23H48FHfN3O7S2 ωB97M-V/def2-TZVPD
C 2.21357 -7.78230 -1.81732
H -8.37033 -4.13814 3.61022
H 6.97476 3.96910 -0.68031
H 0.95003 6.16986 0.82915
H 5.46636 3.81370 1.62373
N 3.39714 3.85980 -0.32272
H 1.17239 -3.75040 3.74009
C -5.26417 2.76612 -3.11526
H 2.32639 6.56197 -0.16150
O 1.10100 -5.24261 -3.37615
H -6.45194 -0.70533 2.29840
S 0.77504 -6.67434 -3.75709
H 1.60638 2.49484 1.38721
C 4.98095 5.90976 -1.16138
H 0.38198 -8.90626 -1.20360
C 4.75660 4.54565 -0.35029
C -6.31334 -1.77449 2.13779
S -5.01727 -2.39825 3.34660
H 1.14235 5.42960 -0.75079
H -6.27362 3.11750 -3.32891
H 0.85068 3.08023 -0.04229
O -4.03773 -3.20929 2.63091
H 2.20023 5.36029 2.42380
C 5.21218 4.78468 1.19867
C -7.39801 -3.87686 3.19257
H 5.97497 2.75847 -0.33732
H 5.99457 3.49346 -1.97707
O -3.07879 3.26942 -3.85112
C 2.92374 4.61367 2.09640
O 2.79070 3.63612 -1.65021
H 4.71689 5.64985 3.06485
H -6.65370 -2.69416 4.87726
H 2.96629 -3.34164 3.74862
C 2.85778 -2.28651 1.16365
H -8.19373 -1.86722 3.07982
H -3.80285 5.62475 -4.15306
H 2.87630 3.79323 2.81245
H -0.85014 -6.35362 -2.00864
O 2.42763 -1.61179 0.20726
H -6.06961 6.44762 -3.58311
H 6.04993 6.11504 -1.21837
H 4.99635 -2.54728 0.84683
H 0.70020 -7.30344 -0.42594
C 2.36831 4.44736 0.66311
C -5.50262 5.77199 -2.94268
H -5.05268 6.48921 -2.25620
H 2.75626 -8.55828 -1.27747
C 2.17392 -7.87061 -3.34857
H -8.12548 -2.62831 1.50104
C 2.09667 -3.65399 3.17044
Hf 0.76825 -0.37624 -3.97392
H 2.71682 -6.85119 -1.55677
N 2.05337 -3.07694 1.84398
C -0.28994 -7.22369 -2.35107
C -7.58856 -2.51193 2.44246
C 5.94600 3.68810 -0.90569
C 4.21018 5.48005 2.11485
H 0.44693 3.86711 1.50060
F -1.76039 -1.35367 -1.69857
N -4.40006 5.04017 -3.58588
C 1.24700 3.41062 0.91785
H 4.59305 6.77277 -0.62024
H 3.11816 -7.60904 -3.82616
H -5.84829 -4.27990 4.87140
C 1.68093 5.73883 0.14498
H 6.15446 5.33139 1.23502
H 4.05012 6.46360 1.67313
H 2.35537 -4.66120 2.84378
H -5.90697 -1.82811 1.12780
H 1.16718 -3.13413 1.36285
H -0.82375 -8.09775 -2.72412
H 2.01064 -8.91072 -3.63074
O 0.20405 -6.96957 -5.04713
H 4.46676 -0.98497 1.39527
C -4.14769 3.69750 -3.50510
H -6.23453 5.10982 -2.48015
C -6.27650 -3.49766 4.24464
H -6.99981 -4.68940 2.58485
H 4.54376 5.91558 -2.15985
H -5.08141 2.41993 -2.09800
H 4.49514 -2.35478 2.59473
C 4.33479 -2.05446 1.55926
O -4.53823 -1.18045 4.09154
C 0.73150 -7.88396 -1.34795
H -5.12126 1.79612 -3.59147
```

The molecule C5H7FS in a non-equilibrium geometry. Source: OMol25; level of theory: ωB97M-V/def2-TZVPD.

The calculation puts the total energy at -18849.34575 eV. The value obtained for the frontier orbital gap is 9.235 eV. Its energy above the lowest of the compared OMol25 structures with the same formula, charge and spin is 29.8 kcal per mole. The structure (SMILES) is C=C(F)/C=C\CS. The HOMO energy is -8.665 eV.

The geometry in XYZ format:
```
14
C5H7FS ωB97M-V/def2-TZVPD
H -0.93945 0.01691 -3.05089
C -0.07192 0.34609 1.18904
C -1.33689 0.21951 -1.09468
S 2.42759 -0.20563 0.37084
H 0.64154 0.04127 -2.01097
H 0.10496 0.96591 2.08856
H 0.51675 -1.48161 0.27630
F -2.61762 0.18959 -1.29891
H 0.93963 -1.34965 1.98052
H -1.93596 1.15298 0.74130
H 2.96357 0.26408 1.53538
C -0.46303 0.01830 -2.08426
C -1.08218 0.62171 0.33203
C 0.85299 -0.79945 1.02573
```

A cluster of 2 separate species, C6H8N4O in total in a non-equilibrium geometry. Source: OMol25; level of theory: ωB97M-V/def2-TZVPD.

The calculation puts the total energy at -14356.73909 eV. The value obtained for the frontier orbital gap (spin up / spin down) is 8.191 / 8.190 eV. Its energy above the lowest of the compared OMol25 structures with the same formula, charge and spin is 61.5 kcal per mole. The HOMO energy (spin up / spin down) is -8.600 / -8.598 eV.

The geometry in XYZ format:
```
19
C6H8N4O ωB97M-V/def2-TZVPD
C 3.75440 -0.48256 -0.10572
H 1.51428 -1.91645 0.39826
H 0.42670 2.77767 0.07079
C 2.08574 1.33079 -0.15546
H -0.88746 -2.37666 0.35190
N 4.76378 -0.99074 -0.23495
N -1.01980 -1.36848 0.60289
O -1.38728 1.36396 0.49177
H -2.03122 -0.98619 0.67286
C 0.03844 -0.47228 0.35874
C 1.38679 -0.85014 0.24873
H -4.49313 -0.40825 -0.25160
N -0.24485 0.88041 0.26705
C 0.82330 1.72353 0.00109
H -2.84032 0.14714 -0.20071
H 2.87790 2.14684 -0.50878
H -3.60928 -0.09110 -1.45327
C 2.45026 0.00560 0.00977
N -3.60823 -0.43309 -0.56336
```

A structure of composition C3H2Br3F in a non-equilibrium geometry. Source: OMol25; level of theory: ωB97M-V/def2-TZVPD.

The calculation puts the total energy at -215985.39405 eV. The value obtained for the frontier orbital gap is 10.354 eV. Its energy above the lowest of the compared OMol25 structures with the same formula, charge and spin is 35.5 kcal per mole. The HOMO energy is -10.029 eV.

The geometry in XYZ format:
```
9
C3H2Br3F ωB97M-V/def2-TZVPD
Br 1.75067 -2.03725 -1.21239
H -0.83451 -1.86961 1.68389
C 0.05387 -1.73765 1.16314
Br -2.53859 -1.01034 -1.48674
Br -0.91587 -3.20590 -2.84429
C -1.45251 -2.51951 -1.17517
H 0.85730 -1.43675 1.80643
F -2.13577 -3.31116 -0.50586
C 0.15462 -2.04061 -0.10718
```

A cluster of 2 separate species, C31H35BF6O3 in total in a non-equilibrium geometry. Source: OMol25; level of theory: ωB97M-V/def2-TZVPD.

The calculation puts the total energy at -55842.58862 eV. The value obtained for the frontier orbital gap is 8.795 eV. The structure (SMILES) is CC1(C)OB(c2cc(C(F)(F)F)cc(C(F)(F)F)c2)OC1(C)C.CO[C@@H](c1ccc(C)cc1)[C@@H](C)c1ccccc1. The HOMO energy is -8.633 eV.

The geometry in XYZ format:
```
76
C31H35BF6O3 ωB97M-V/def2-TZVPD
C 0.48148 -1.27110 1.68460
C 3.66591 0.70674 4.16218
C -4.01402 -3.10801 -3.00086
H 1.23499 3.83895 -3.35951
H -0.62765 3.28539 2.12746
C -2.78002 0.63357 2.03485
C 2.02168 -4.15733 2.68174
H -5.63390 -1.00728 -2.34560
C -2.34403 1.96021 1.91800
H -2.16105 -1.43959 2.21910
H 1.99584 -4.54877 3.71564
H 4.68281 1.03680 3.93454
H 3.31345 0.21121 -4.84481
F -5.99212 1.15729 -0.50018
H -3.06652 2.76099 1.80916
C -4.14393 0.48448 -1.85363
C 1.10490 -1.83934 2.95244
F -4.62865 2.73625 -1.19792
C -0.97712 2.25424 2.03412
H -3.83920 0.38626 2.10449
C -0.05044 1.21005 2.04270
C -4.57582 -0.76656 -2.27551
C -3.61399 -1.72579 -2.55251
C 1.66340 0.94047 5.48742
H 3.52807 -0.62889 2.46685
H -0.53517 -1.79929 -0.18690
C 1.76573 -0.69615 3.72789
F -3.61185 -4.06413 -2.10112
O 2.16973 -2.73031 2.63299
F -5.36024 -3.25015 -3.16449
C -5.18147 1.53515 -1.54192
H 3.40922 1.96852 -2.71885
H 1.33652 -0.82768 1.16553
H 2.57015 -1.36759 -4.53113
H -0.33767 0.92133 -5.32657
O 0.49456 -0.55702 -3.20808
C -0.48478 -0.12119 1.93573
B -0.39889 0.33985 -2.63733
H -0.88120 -2.91383 1.14400
C -2.79090 0.80736 -1.79669
F -5.99754 1.75910 -2.62076
H 0.32719 -2.29772 3.61123
C -2.25098 -1.42740 -2.50256
H -2.47376 1.76905 -1.42026
H -1.51792 -2.20511 -2.69899
H 1.14403 -4.52659 2.11252
C 1.32896 0.31926 -4.00857
H 2.55060 0.89843 -1.56801
C 2.45655 1.80347 -2.18984
C 3.03572 -0.23677 3.35698
H 0.50266 -0.58168 -5.78237
C 1.04903 -0.06056 4.74066
H 2.95375 -4.50633 2.21474
C 0.64974 0.43370 -5.39033
F -3.42946 -3.42232 -4.20429
C -1.84675 -0.39733 2.07069
C 1.23157 2.96638 -4.03215
H 3.41239 3.04350 6.45512
H 4.84320 2.08448 6.03457
O 0.04284 1.63676 -2.45690
C 3.01561 1.24339 5.27771
H 1.01989 1.42412 2.17194
C 2.68741 -0.35077 -4.14236
H 1.10233 1.48352 6.24703
H 0.30365 2.99257 -4.62150
C 3.78032 2.02416 6.30903
H 2.09119 3.05929 -4.70884
H 0.00081 -0.33831 4.89416
H 3.21279 -0.41905 -3.18017
C -1.83670 -0.10692 -2.29098
H 1.26270 0.98946 -6.11632
C 1.29716 1.70080 -3.18668
H 2.30573 2.65886 -1.51321
H 0.71879 -2.96200 0.33434
H 3.70618 1.49959 7.28281
C -0.08749 -2.30612 0.68371
```